Entry 1:
H66O33 | ωB97M-V with the def2-TZVPD basis set

Cartesian coordinates (Å):
O: 4.03 12.55 -6.37
H: 3.81 12.93 -7.22
H: 3.30 12.79 -5.80
O: 4.57 14.32 -1.39
H: 4.35 14.23 -0.46
H: 3.91 14.93 -1.73
O: 3.79 11.96 -2.82
H: 3.93 12.59 -2.12
H: 3.44 12.48 -3.55
O: 6.73 11.09 -7.86
H: 6.13 10.35 -7.79
H: 6.44 11.57 -8.63
O: 6.98 8.22 -0.92
H: 6.40 8.51 -1.62
H: 6.89 8.89 -0.24
O: 3.81 9.80 -5.83
H: 3.79 10.75 -5.96
H: 4.63 9.52 -6.24
O: 0.56 13.59 -2.41
H: 0.72 14.42 -1.97
H: -0.34 13.66 -2.73
O: 0.97 13.37 0.40
H: 0.59 13.00 -0.40
H: 0.22 13.55 0.97
O: 1.24 10.49 1.44
H: 1.77 10.37 2.23
H: 1.27 11.43 1.27
O: 3.73 9.19 -2.74
H: 3.83 10.14 -2.72
H: 4.18 8.92 -3.55
O: 6.06 8.02 -3.60
H: 6.64 8.46 -4.23
H: 6.45 7.15 -3.48
O: 4.91 7.47 2.46
H: 4.36 6.70 2.50
H: 4.75 7.85 1.59
O: 5.61 8.57 -8.13
H: 6.49 8.28 -8.36
H: 5.09 8.40 -8.91
O: 5.25 5.47 -4.97
H: 5.14 5.97 -5.77
H: 4.44 5.61 -4.48
O: 3.82 8.37 -0.10
H: 4.10 7.47 -0.26
H: 3.76 8.77 -0.97
O: 4.45 5.77 -0.59
H: 5.29 5.44 -0.29
H: 3.82 5.09 -0.36
O: 0.01 8.82 -3.08
H: -0.49 9.44 -2.56
H: 0.19 8.09 -2.48
O: 3.03 6.00 -3.11
H: 2.60 6.83 -3.30
H: 3.45 6.14 -2.26
O: 0.74 5.81 -0.37
H: 1.38 5.11 -0.26
H: 1.11 6.55 0.13
O: 6.87 10.26 0.94
H: 6.30 11.02 1.08
H: 7.05 9.93 1.82
O: 4.76 5.89 -8.15
H: 4.12 6.38 -7.63
H: 4.35 5.78 -9.00
O: 1.79 7.48 1.60
H: 2.44 8.01 1.16
H: 1.41 8.07 2.26
O: 7.62 5.63 -0.26
H: 7.41 6.49 -0.62
H: 7.96 5.81 0.62
O: 2.85 3.44 -4.22
H: 2.85 4.18 -3.62
H: 3.42 2.79 -3.80
O: 2.07 13.54 -4.81
H: 2.40 14.41 -4.61
H: 1.41 13.37 -4.14
O: 3.12 7.26 -6.64
H: 2.18 7.25 -6.83
H: 3.31 8.18 -6.44
O: 8.12 9.15 -5.58
H: 8.45 8.34 -5.97
H: 8.51 9.85 -6.10
O: 1.07 10.12 -5.34
H: 2.00 9.98 -5.52
H: 0.95 9.79 -4.45
O: 6.92 11.14 -2.25
H: 6.27 10.58 -1.83
H: 6.51 11.41 -3.07
O: 6.44 11.59 -4.86
H: 6.62 11.03 -5.62
H: 5.63 12.03 -5.09
O: -0.71 9.95 -0.43
H: 0.14 10.09 0.00
H: -1.13 10.81 -0.42
O: 9.58 10.49 -2.22
H: 8.64 10.61 -2.30
H: 9.96 11.09 -2.86
O: -0.28 7.41 -5.77
H: -0.12 6.53 -5.43
H: 0.01 8.00 -5.07

Computed properties:
Highest occupied orbital energy: -0.3523 hartree
E: -2522.56297 hartree
Orbital gap: 8.44 eV

=====

Entry 2:
C6H9N | ωB97M-V with the def2-TZVPD basis set

Cartesian coordinates (Å):
C: -1.62 -2.67 1.36
C: -0.90 -1.72 0.51
C: -0.29 -0.97 -0.21
C: 0.47 -0.11 -1.12
N: 0.30 1.27 -0.79
C: 1.24 2.31 -0.95
C: 0.55 2.00 0.40
H: -0.93 -3.41 1.77
H: -2.39 -3.20 0.78
H: -2.12 -2.16 2.19
H: 1.52 -0.45 -1.15
H: 0.06 -0.21 -2.13
H: 0.97 3.20 -1.52
H: 2.29 2.00 -1.16
H: 1.25 1.76 1.21
H: -0.40 2.39 0.80

Computed properties:
Highest occupied orbital energy: -0.3209 hartree
E: -288.64330 hartree
Orbital gap: 9.80 eV

=====

Entry 3:
C34H96N12O10 | ωB97M-V with the def2-TZVPD basis set

Cartesian coordinates (Å):
C: -1.35 7.04 -0.70
O: -0.50 5.98 -0.18
C: 0.70 6.42 0.50
C: 1.82 5.42 0.45
C: 1.54 4.03 1.03
N: 2.97 5.89 1.15
H: -1.91 6.57 -1.50
H: -0.70 7.81 -1.11
H: -2.01 7.48 0.05
H: 1.02 7.38 0.09
H: 0.54 6.72 1.54
H: 2.13 5.26 -0.58
H: 1.42 4.08 2.11
H: 2.34 3.36 0.73
H: 0.61 3.70 0.56
H: 3.42 6.68 0.72
H: 2.62 6.23 2.04
C: -5.19 -0.44 3.91
O: -4.43 -1.39 3.20
C: -3.04 -1.04 2.91
C: -2.72 0.11 1.90
C: -3.40 -0.04 0.49
N: -1.25 0.29 1.72
H: -6.22 -0.63 3.63
H: -4.94 0.60 3.74
H: -5.23 -0.66 4.98
H: -2.42 -0.95 3.80
H: -2.59 -1.93 2.47
H: -3.15 1.07 2.19
H: -2.81 -0.72 -0.12
H: -3.50 0.87 -0.09
H: -4.43 -0.40 0.41
H: -0.89 0.03 2.62
H: -0.87 -0.42 1.11
C: -3.73 0.14 -3.92
O: -3.06 -0.64 -2.94
C: -3.64 -1.90 -2.68
C: -3.85 -2.91 -3.80
C: -4.24 -4.35 -3.36
N: -2.63 -3.02 -4.46
H: -3.20 1.01 -4.30
H: -4.63 0.50 -3.43
H: -4.04 -0.40 -4.82
H: -3.25 -2.43 -1.81
H: -4.62 -1.61 -2.30
H: -4.64 -2.58 -4.48
H: -3.46 -5.03 -3.05
H: -4.85 -4.88 -4.10
H: -4.84 -4.29 -2.45
H: -2.04 -2.46 -3.86
H: -2.33 -3.95 -4.21
C: -3.02 -4.16 6.37
O: -2.32 -4.56 5.21
C: -2.17 -5.96 4.92
C: -1.37 -6.25 3.60
C: -2.34 -6.05 2.48
N: -0.72 -7.52 3.60
H: -4.01 -4.60 6.45
H: -3.23 -3.09 6.33
H: -2.53 -4.31 7.33
H: -1.61 -6.42 5.73
H: -3.15 -6.43 5.03
H: -0.47 -5.63 3.67
H: -2.35 -4.97 2.35
H: -3.31 -6.53 2.61
H: -1.88 -6.49 1.60
H: -0.14 -7.54 2.77
H: 0.00 -7.58 4.30
C: 4.00 -3.15 -0.50
O: 4.69 -2.35 0.50
C: 6.03 -2.07 0.18
C: 6.11 -1.13 -1.08
C: 7.53 -0.72 -1.36
N: 5.41 0.07 -0.80
H: 4.57 -3.95 -0.97
H: 3.56 -2.42 -1.18
H: 3.23 -3.66 0.07
H: 6.40 -1.63 1.10
H: 6.38 -3.08 -0.06
H: 5.57 -1.57 -1.92
H: 7.55 0.14 -2.03
H: 8.02 -1.44 -2.01
H: 8.17 -0.57 -0.49
H: 4.75 -0.33 -0.14
H: 6.00 0.58 -0.16
C: 2.67 -1.32 3.27
O: 3.23 -0.52 4.28
C: 2.77 0.87 4.13
C: 3.31 1.75 5.32
C: 2.70 1.39 6.71
N: 2.99 3.10 5.03
H: 3.19 -2.25 3.05
H: 2.64 -0.79 2.32
H: 1.73 -1.76 3.60
H: 3.25 1.29 3.25
H: 1.68 0.91 4.09
H: 4.38 1.57 5.43
H: 3.08 2.07 7.47
H: 2.88 0.33 6.92
H: 1.61 1.44 6.75
H: 2.02 3.30 5.24
H: 3.04 3.19 4.02
C: 0.00 -3.05 1.10
O: -0.05 -1.75 0.57
C: 0.12 -1.71 -0.87
C: 0.59 -0.27 -1.30
C: 1.66 0.31 -0.35
N: -0.59 0.66 -1.42
H: 0.98 -3.53 1.11
H: -0.59 -3.75 0.51
H: -0.34 -3.11 2.13
H: 0.71 -2.56 -1.20
H: -0.84 -1.92 -1.35
H: 0.95 -0.58 -2.28
H: 2.09 1.22 -0.77
H: 2.47 -0.42 -0.32
H: 1.25 0.48 0.65
H: -1.33 0.24 -1.96
H: -1.04 0.87 -0.54
C: -1.87 2.18 -6.40
O: -1.17 1.00 -6.73
C: 0.15 1.21 -7.14
C: 1.03 -0.08 -7.01
C: 1.22 -0.58 -5.52
N: 2.35 0.15 -7.54
H: -1.94 2.79 -7.31
H: -1.45 2.79 -5.61
H: -2.91 1.94 -6.15
H: 0.13 1.62 -8.16
H: 0.61 1.87 -6.41
H: 0.46 -0.91 -7.42
H: 1.69 -1.56 -5.57
H: 0.28 -0.69 -4.97
H: 1.67 0.15 -4.84
H: 2.91 0.45 -6.76
H: 2.29 0.93 -8.18
N: -1.96 3.45 1.30
C: -3.03 4.07 1.68
N: -3.03 5.30 1.25
O: -3.92 3.55 2.36
H: -1.88 2.49 1.60
H: -1.36 3.80 0.56
H: -3.82 5.88 1.49
H: -2.18 5.63 0.81
N: 1.01 2.52 -3.51
C: 0.88 3.76 -3.11
N: 0.07 3.82 -2.05
O: 1.36 4.76 -3.53
H: 0.45 1.76 -3.15
H: 1.55 2.29 -4.33
H: -0.17 4.70 -1.62
H: -0.55 3.04 -1.92

Computed properties:
Highest occupied orbital energy: -0.3372 hartree
E: -2762.24294 hartree
Orbital gap: 9.42 eV

=====

Entry 4:
C32H44N7O2S2Sc | ωB97M-V with the def2-TZVPD basis set

Cartesian coordinates (Å):
Sc: -0.03 -0.20 0.29
C: 3.18 -1.79 -1.76
C: 4.00 -1.47 -0.50
C: 3.18 -0.99 0.71
N: 2.21 0.04 0.36
C: 2.68 1.23 0.05
C: 4.00 1.67 0.36
C: 4.78 2.67 -0.17
C: 4.52 3.54 -1.21
C: 3.29 3.69 -1.82
C: 2.07 3.14 -1.49
C: 1.69 2.16 -0.54
N: 0.44 1.90 -0.20
C: -0.59 2.87 -0.54
C: -1.34 2.52 -1.83
C: -2.16 1.24 -1.66
N: -1.33 0.05 -1.50
C: -1.19 -0.78 -2.50
C: -1.53 -0.46 -3.84
C: -1.75 -1.25 -4.95
C: -1.73 -2.63 -5.07
C: -1.33 -3.51 -4.08
C: -0.77 -3.25 -2.84
C: -0.52 -2.06 -2.14
N: 0.26 -1.97 -1.06
C: 1.16 -3.08 -0.78
C: 2.38 -3.10 -1.71
H: 2.50 -0.96 -1.97
H: 3.87 -1.85 -2.60
H: 4.56 -2.36 -0.19
H: 4.73 -0.70 -0.76
H: 2.64 -1.83 1.14
H: 3.87 -0.67 1.49
H: 4.49 1.08 1.13
H: 5.78 2.74 0.27
H: 5.34 4.16 -1.57
H: 3.26 4.39 -2.65
H: 1.24 3.51 -2.09
H: -1.31 2.87 0.29
H: -0.16 3.87 -0.61
H: -2.02 3.34 -2.08
H: -0.64 2.40 -2.66
H: -2.76 1.34 -0.75
H: -2.86 1.11 -2.48
H: -1.63 0.60 -4.02
H: -2.00 -0.70 -5.85
H: -2.04 -3.05 -6.02
H: -1.42 -4.56 -4.32
H: -0.48 -4.15 -2.30
H: 1.48 -2.99 0.26
H: 0.66 -4.05 -0.84
H: 3.03 -3.92 -1.40
H: 2.03 -3.33 -2.72
C: -4.13 -0.66 2.18
O: -3.22 0.45 2.14
C: -2.02 0.26 1.56
O: -1.79 -0.89 1.11
H: -5.08 -0.25 2.50
H: -3.78 -1.40 2.90
H: -4.21 -1.12 1.20
S: 0.90 -2.39 4.64
C: -0.02 -3.40 3.61
C: -0.12 -2.84 2.38
N: 0.53 -1.64 2.23
C: 1.10 -1.29 3.35
H: -0.45 -4.33 3.95
H: -0.66 -3.25 1.53
H: 1.65 -0.37 3.47
C: -4.01 3.65 2.73
C: -2.92 3.22 3.70
N: -1.69 2.86 3.02
C: -0.43 3.23 3.35
S: 0.82 2.13 3.18
N: -0.18 4.49 3.75
C: -0.98 5.67 3.55
C: -1.33 6.38 4.85
H: -4.91 3.93 3.27
H: -4.25 2.84 2.05
H: -3.69 4.50 2.13
H: -3.26 2.34 4.26
H: -2.71 3.99 4.44
H: -1.69 1.95 2.56
H: 0.79 4.62 4.01
H: -1.88 5.39 3.00
H: -0.43 6.36 2.90
H: -1.92 5.73 5.51
H: -1.91 7.28 4.65
H: -0.43 6.67 5.39

Computed properties:
Highest occupied orbital energy: -0.2413 hartree
E: -3336.71927 hartree
Orbital gap: 7.04 eV

=====

Entry 5:
C6H12O | ωB97M-V with the def2-TZVPD basis set

Cartesian coordinates (Å):
C: -0.47 1.84 0.00
C: -0.91 0.64 0.68
O: -1.20 0.64 1.99
C: -1.13 -0.66 0.01
C: 0.03 -1.63 0.19
C: 1.36 -0.89 -0.12
C: 1.44 -0.03 -1.33
H: -0.96 1.92 -0.99
H: 0.66 1.72 -0.31
H: -0.66 2.76 0.56
H: -1.17 1.53 2.35
H: -2.06 -1.10 0.40
H: -1.24 -0.47 -1.07
H: 0.05 -1.99 1.23
H: -0.13 -2.50 -0.46
H: 2.17 -1.63 -0.14
H: 1.52 -0.29 0.81
H: 2.08 -0.38 -2.14
H: 0.59 0.53 -1.67

Computed properties:
Highest occupied orbital energy (alpha / beta): -0.2227 / -0.2972 hartree
E: -310.90601 hartree
Orbital gap (alpha / beta): 6.39 / 8.88 eV

=====

Entry 6:
C3H7N3 | ωB97M-V with the def2-TZVPD basis set

Cartesian coordinates (Å):
N: 2.10 0.08 0.03
C: 0.81 0.04 -0.03
N: 0.04 -1.05 0.10
C: -1.36 -0.80 -0.14
C: -1.28 0.72 0.26
N: -0.01 1.14 -0.29
H: 2.56 -0.81 0.23
H: 0.30 -2.00 0.16
H: -1.49 -0.90 -1.19
H: -2.12 -1.41 0.21
H: -2.08 1.33 -0.17
H: -1.28 0.83 1.33
H: 0.11 2.08 0.05

Computed properties:
Highest occupied orbital energy: -0.3094 hartree
E: -282.74916 hartree
Orbital gap: 9.33 eV

=====

Entry 7:
C11H18N2O3PS | ωB97M-V with the def2-TZVPD basis set

Cartesian coordinates (Å):
C: -3.17 -1.14 -1.22
C: -1.87 -2.13 -1.57
O: -2.00 -3.18 -2.41
O: -0.57 -1.90 -0.91
C: 0.36 -1.16 -1.77
C: 0.44 0.42 -1.25
C: -0.06 1.57 -2.31
P: -0.67 1.27 -4.10
S: 0.71 1.64 -5.48
C: 0.02 3.14 -1.79
C: 0.55 3.42 -0.25
N: 1.00 2.29 0.69
C: 0.99 0.81 0.29
C: 1.51 -0.40 1.26
C: 1.02 -0.29 2.83
O: 2.05 0.52 3.56
C: 1.13 -1.81 3.53
N: -0.09 -2.13 4.39
H: -4.05 -1.44 -1.94
H: -2.81 -0.03 -1.33
H: -3.54 -1.32 -0.11
H: 1.46 -1.59 -1.59
H: 0.08 -1.26 -2.90
H: -1.77 2.14 -4.42
H: -1.12 -0.09 -4.36
H: -0.29 4.01 -2.52
H: 0.57 4.57 0.09
H: 1.35 2.59 1.65
H: 1.27 -1.49 0.90
H: 2.70 -0.33 1.28
H: -0.03 0.19 2.99
H: 2.51 1.14 2.92
H: 1.19 -2.67 2.72
H: 2.12 -1.92 4.18
H: -0.92 -1.99 3.78
H: -0.08 -1.44 5.19

Computed properties:
Total charge: +1
Highest occupied orbital energy: -0.4377 hartree
E: -1504.04228 hartree
Orbital gap: 6.14 eV

=====

Entry 8:
C5H6O | ωB97M-V with the def2-TZVPD basis set

Cartesian coordinates (Å):
C: 0.36 0.07 -2.57
C: -0.07 -0.26 -1.39
C: -0.26 -0.52 -0.13
C: -0.52 0.59 0.85
C: -0.07 0.26 2.25
O: 0.46 -0.78 2.57
H: 1.44 0.10 -2.66
H: -0.26 0.30 -3.43
H: -0.22 -1.54 0.24
H: -0.03 1.52 0.53
H: -1.60 0.82 0.90
H: -0.28 1.05 3.00

Computed properties:
Highest occupied orbital energy: -0.3509 hartree
E: -269.27953 hartree
Orbital gap: 10.49 eV